Run w
2 unconnected molecules or ions with the total composition C5H14N2O. Source: the OMol25 dataset; level of theory: the ωB97M-V functional and the def2-TZVPD basis.

Last column: Löwdin charge in e.
Positions of all 22 atoms, in Å:
1 C -0.036 0.468 0.040  -0.2020
2 H -0.716 -1.437 1.633  0.0968
3 H -3.475 -0.856 0.569  0.0714
4 H -3.194 -1.657 2.145  0.0699
5 H 3.461 -0.610 -1.277  0.0262
6 H 1.356 3.010 -1.678  0.0081
7 H 1.563 0.724 -1.297  0.1214
8 O 1.571 3.926 -1.929  -0.0670
9 H -0.382 -1.335 -1.056  0.1012
10 C -2.758 -1.014 1.379  -0.1228
11 H -1.479 -2.574 0.543  0.1011
12 H 2.544 3.836 -1.971  0.0498
13 N 1.316 0.258 -0.439  -0.0297
14 H 2.028 -0.845 1.200  0.1163
15 C -0.981 -0.706 -0.406  -0.1700
16 N 3.357 -0.880 -0.295  0.0489
17 H -1.808 -0.261 -0.957  0.0995
18 H -0.380 1.468 -0.238  0.1093
19 H -0.094 0.581 1.127  0.1111
20 C -1.447 -1.523 0.822  -0.2715
21 H -2.669 -0.052 1.898  0.0738
22 C 2.223 -0.522 0.187  -0.3418

As for the HOMO-LUMO gap: 9.47 eV. The HOMO energy is -8.96 eV.

Run x
2 unconnected molecules or ions with the total composition C5H14N2O. Source: the OMol25 dataset; level of theory: the ωB97M-V functional and the def2-TZVPD basis.

Last column: Löwdin charge in e.
Positions of all 22 atoms, in Å:
1 C -1.677 -0.991 1.021  -0.2848
2 N -0.961 0.092 3.079  -0.0099
3 H -2.959 -0.030 2.478  0.1095
4 H 0.395 -0.753 -2.892  0.0733
5 H 3.626 2.376 -2.735  0.0616
6 C 0.423 -0.550 -1.822  -0.1090
7 C -1.977 0.114 2.025  -0.2831
8 H -0.627 -0.918 0.736  0.0922
9 H 2.502 -0.944 -1.377  0.1111
10 C 1.816 -0.097 -1.427  -0.3070
11 C 3.162 1.711 -2.015  -0.0785
12 H -0.315 0.219 -1.593  0.0694
13 H -3.339 -1.222 0.054  0.0853
14 O -2.451 -0.924 -0.162  -0.0703
15 H 1.814 0.379 -0.437  0.0962
16 H 0.110 -1.441 -1.286  0.0579
17 H 3.374 1.872 -0.951  0.0711
18 H -1.299 0.575 3.902  0.0611
19 H -1.818 -1.942 1.543  0.1197
20 N 2.387 0.810 -2.425  -0.0411
21 H -0.126 0.580 2.778  0.0636
22 H -2.059 1.082 1.506  0.1116

As for the HOMO-LUMO gap: 10.46 eV. The HOMO energy is -9.57 eV.

Run y
A single C5H14N2O molecule. Source: the OMol25 dataset; level of theory: the ωB97M-V functional and the def2-TZVPD basis.

Last column: Löwdin charge in e.
Positions of all 22 atoms, in Å:
1 H -0.718 -1.414 -1.326  0.1086
2 C 1.270 0.604 0.774  -0.1987
3 N -0.060 -0.020 0.806  -0.0409
4 H 3.090 -1.442 1.858  0.0553
5 C 2.375 -0.287 0.172  -0.2491
6 H 3.026 0.208 -0.524  0.0944
7 H 1.920 -1.145 -0.327  0.1032
8 H 3.820 0.009 1.591  0.0560
9 H -0.666 1.133 -0.927  0.1391
10 H 1.209 1.520 0.201  0.1056
11 C -2.223 1.094 0.491  -0.0664
12 H -3.008 -0.444 -2.304  0.0734
13 O -2.082 -0.198 -2.258  -0.0816
14 H -2.600 0.480 1.313  0.0792
15 H -3.042 1.394 -0.141  0.0680
16 H -1.915 2.009 1.010  0.0766
17 H -2.312 -1.349 -0.585  0.1225
18 C -1.515 -0.743 -1.023  -0.2026
19 H 1.513 0.827 1.806  0.0985
20 N 3.364 -0.777 1.152  -0.0279
21 H -0.017 -1.023 0.827  0.0964
22 C -1.038 0.427 -0.180  -0.4095

As for the HOMO-LUMO gap: 9.47 eV. The HOMO energy is -8.52 eV.

Run z
A single C5H14N2O molecule. Source: the OMol25 dataset; level of theory: the ωB97M-V functional and the def2-TZVPD basis.

Last column: Löwdin charge in e.
Positions of all 22 atoms, in Å:
1 H -2.689 -0.618 -1.585  0.0894
2 H -0.304 0.238 -1.323  0.1419
3 H 3.206 -0.029 1.118  0.0708
4 C 2.861 0.998 0.955  -0.1084
5 H 1.406 2.056 -0.238  0.1112
6 O -2.031 1.343 0.020  -0.0647
7 H -0.559 -2.237 -1.242  0.0662
8 H 2.605 1.432 1.927  0.0693
9 H 3.697 1.569 0.538  0.0662
10 H -3.731 -0.489 -0.155  0.0847
11 C 0.047 -1.725 -0.487  -0.0465
12 H 1.984 0.537 -0.936  0.1105
13 H -2.665 -1.869 -0.315  0.0823
14 H -0.057 -2.270 0.459  0.0871
15 C 1.679 1.021 -0.001  -0.2939
16 N -1.703 -0.066 0.228  -0.1903
17 C -0.360 -0.255 -0.343  -0.4320
18 H 1.092 -1.814 -0.809  0.0777
19 H -0.002 1.018 1.145  0.1022
20 H -2.290 1.611 0.922  0.1031
21 C -2.738 -0.793 -0.505  -0.0886
22 N 0.551 0.342 0.626  -0.0383

As for the HOMO-LUMO gap: 9.77 eV. The HOMO energy is -8.78 eV.

Quick one: most stable of them? run w